Arrangement a

DFT (ωB97M-V/def2-TZVPD) results for a 2-piece molecular cluster, C6H12N2O overall.

Values from the calculation:
Multiplicity: 1
HOMO (eV): -8.66
LUMO level (eV): 0.7
HOMO-LUMO gap (eV): 9.4125

Each line ends with the natural charge from an NBO analysis.
Geometry (Å):
C: -3.83 -0.07 -1.47  -0.642
C: -3.67 0.85 -0.31  0.089
C: -3.51 0.62 1.04  -0.106
N: -3.40 1.80 1.74  -0.468
C: -3.49 2.75 0.82  0.155
N: -3.65 2.22 -0.42  -0.524
H: -3.80 -1.11 -1.11  0.235
H: -3.01 0.06 -2.20  0.219
H: -4.79 0.10 -1.99  0.220
H: -3.47 -0.35 1.55  0.207
H: -3.45 3.82 1.00  0.199
H: -3.75 2.75 -1.29  0.417
C: -0.82 0.39 5.63  -0.637
C: -1.22 1.77 6.10  -0.060
O: -2.62 2.03 5.92  -0.727
H: -1.41 -0.38 6.15  0.211
H: 0.25 0.21 5.83  0.209
H: -0.99 0.28 4.54  0.204
H: -1.05 1.88 7.19  0.172
H: -0.62 2.55 5.59  0.153
H: -2.81 1.96 4.97  0.472

---

Arrangement b

DFT (ωB97M-V/def2-TZVPD) results for a 2-piece molecular cluster, C6H12N2O overall.

Values from the calculation:
Multiplicity: 1
HOMO (eV): -9.23
LUMO level (eV): 0.5
HOMO-LUMO gap (eV): 9.7259

Each line ends with the natural charge from an NBO analysis.
Geometry (Å):
H: -0.99 2.93 0.88  0.328
N: -0.15 2.42 1.17  -0.706
C: -0.31 1.16 1.31  0.444
C: 0.64 0.41 2.20  -0.680
N: -1.59 0.54 1.16  -0.848
H: 1.41 -0.04 1.58  0.234
H: 1.11 1.11 2.89  0.247
H: 0.18 -0.40 2.76  0.217
H: -1.66 -0.46 1.35  0.411
H: -2.40 1.14 1.02  0.400
C: 0.91 -2.02 -0.85  -0.350
C: 0.45 -0.80 -1.16  -0.110
C: 1.11 0.05 -2.20  -0.660
C: -1.17 -0.56 -0.95  0.452
O: -1.95 -1.41 -0.61  -0.573
H: 0.34 -2.70 -0.22  0.204
H: 1.64 -2.54 -1.46  0.198
H: 0.46 0.21 -3.06  0.217
H: 1.39 1.01 -1.76  0.232
H: 2.00 -0.43 -2.59  0.223
H: -1.40 0.40 -1.46  0.120

---

Arrangement c

DFT (ωB97M-V/def2-TZVPD) results for C6H12N2O as an isolated structure.

Values from the calculation:
Multiplicity: 1
HOMO (eV): -6.36
LUMO level (eV): 0.8
HOMO-LUMO gap (eV): 7.1903

Each line ends with the natural charge from an NBO analysis.
Geometry (Å):
C: 0.97 -1.26 1.56  -0.678
C: -1.72 1.05 -0.15  -0.635
C: 0.01 -0.28 -1.37  0.412
C: 0.62 0.19 1.48  0.491
C: -0.32 0.49 -0.27  -0.232
N: 1.32 -0.58 -1.64  -0.852
N: -0.92 -0.73 -2.28  -0.834
C: 0.84 1.12 0.48  -0.566
O: 0.29 0.62 2.76  -0.700
H: 0.26 1.59 2.78  0.481
H: 1.53 -1.24 -2.37  0.389
H: 1.92 -0.18 -0.90  0.435
H: -0.58 -1.26 -3.07  0.388
H: -1.85 -0.37 -2.20  0.405
H: 0.72 2.17 0.73  0.187
H: 0.90 -1.77 0.60  0.237
H: 1.97 -1.38 1.98  0.232
H: 0.28 -1.79 2.23  0.225
H: -1.98 1.68 -1.00  0.198
H: -1.80 1.67 0.74  0.217
H: -2.47 0.27 -0.09  0.199

---

Arrangement d

DFT (ωB97M-V/def2-TZVPD) results for an isolated molecule of C6H12N2O.

Values from the calculation:
Multiplicity: 1
HOMO (eV): -7.36
LUMO level (eV): 0.9
HOMO-LUMO gap (eV): 8.2292

Each line ends with the natural charge from an NBO analysis.
Geometry (Å):
C: -0.60 -1.21 -1.72  -0.259
O: -0.39 0.12 -1.32  -0.587
C: 0.63 0.34 0.07  0.360
C: 1.17 1.71 -0.30  -0.639
C: 1.70 -0.69 0.32  -0.672
C: -0.54 0.31 0.96  -0.184
N: -0.45 -0.24 2.27  -0.826
C: -1.67 0.44 0.24  0.498
N: -2.86 0.69 0.04  -0.692
H: 0.27 -1.60 -2.26  0.174
H: -0.80 -1.86 -0.85  0.167
H: -1.47 -1.24 -2.38  0.189
H: 1.88 1.63 -1.12  0.216
H: 0.36 2.37 -0.58  0.235
H: 1.68 2.12 0.58  0.212
H: 2.20 -0.92 -0.62  0.226
H: 2.44 -0.30 1.02  0.236
H: 1.28 -1.61 0.74  0.236
H: -1.33 -0.62 2.58  0.378
H: -0.12 0.44 2.95  0.363
H: -3.38 0.12 -0.62  0.370

---

What should be chosen as the least stable of them? Choose arrangement d.

---

Arrangement a

DFT (ωB97M-V/def2-TZVPD) results for an isolated molecule of C6H12N2O.

Values from the calculation:
Multiplicity: 1
HOMO (eV): -9.02
LUMO level (eV): 0.9
HOMO-LUMO gap (eV): 9.8934

Each line ends with the natural charge from an NBO analysis.
Geometry (Å):
C: -0.87 -1.75 0.88  -0.730
C: 0.04 -1.40 -0.27  0.596
O: 0.02 -2.06 -1.31  -0.519
C: 1.21 -0.41 0.12  0.002
N: 2.48 -0.87 -0.38  -0.816
N: 0.95 0.78 -0.63  -0.378
C: 0.47 1.92 0.15  -0.255
C: -0.49 1.36 -0.86  -0.071
C: -1.85 0.95 -0.45  -0.642
H: -0.57 -2.71 1.30  0.248
H: -0.83 -0.98 1.66  0.208
H: -1.90 -1.80 0.52  0.238
H: 1.26 -0.27 1.21  0.154
H: 3.20 -0.18 -0.16  0.357
H: 2.91 -1.70 0.00  0.361
H: 0.23 1.77 1.20  0.181
H: 0.95 2.87 -0.07  0.196
H: -0.51 1.84 -1.83  0.209
H: -2.54 1.78 -0.62  0.232
H: -2.22 0.13 -1.07  0.222
H: -1.94 0.72 0.61  0.208

---

Arrangement b

DFT (ωB97M-V/def2-TZVPD) results for an isolated molecule of C6H12N2O.

Values from the calculation:
Multiplicity: 1
HOMO (eV): -8.82
LUMO level (eV): 1.0
HOMO-LUMO gap (eV): 9.8121

Each line ends with the natural charge from an NBO analysis.
Geometry (Å):
C: -2.39 -1.00 0.76  -0.454
N: -1.81 0.33 0.49  -0.320
N: -1.94 0.79 -0.94  -0.503
C: -0.67 0.39 -0.48  0.479
C: 0.34 1.48 -0.16  -0.423
C: 1.58 0.77 0.58  -0.399
C: 2.15 -0.39 -0.25  -0.443
C: 1.01 -1.37 -0.51  -0.051
O: -0.14 -0.69 -1.02  -0.515
H: -3.50 -0.90 0.56  0.208
H: -1.92 -1.68 0.02  0.205
H: -2.30 -1.19 1.92  0.211
H: -2.17 1.78 -1.09  0.364
H: 0.09 2.43 0.63  0.225
H: 0.58 1.94 -1.11  0.205
H: 1.23 0.54 1.53  0.205
H: 2.38 1.59 0.80  0.210
H: 2.60 -0.05 -1.17  0.207
H: 2.99 -0.86 0.23  0.216
H: 1.11 -2.04 -1.29  0.203
H: 0.79 -1.86 0.50  0.167

---

Arrangement c

DFT (ωB97M-V/def2-TZVPD) results for an isolated molecule of C6H12N2O.

Values from the calculation:
Multiplicity: 1
HOMO (eV): -8.18
LUMO level (eV): 0.9
HOMO-LUMO gap (eV): 9.0655

Each line ends with the natural charge from an NBO analysis.
Geometry (Å):
C: -1.36 0.30 -2.07  -0.564
C: -0.20 -0.15 -1.59  0.209
N: 0.90 -0.51 -2.32  -0.839
C: -0.14 -0.68 0.12  -0.001
C: -0.27 -2.15 0.26  -0.658
C: 0.22 0.42 0.65  0.163
C: 0.41 1.88 0.53  -0.684
N: 0.27 -0.14 2.39  -0.405
O: 0.26 0.97 3.27  -0.600
H: -2.19 0.55 -1.41  0.211
H: -1.53 0.43 -3.14  0.192
H: 1.79 -0.34 -1.86  0.381
H: 0.89 -0.25 -3.30  0.377
H: 0.58 -2.65 -0.22  0.234
H: -0.32 -2.43 1.31  0.241
H: -1.18 -2.50 -0.22  0.235
H: 1.46 2.14 0.63  0.231
H: 0.02 2.28 -0.40  0.245
H: -0.14 2.36 1.35  0.246
H: 1.19 -0.57 2.48  0.323
H: -0.67 1.04 3.53  0.463

---

Arrangement d

DFT (ωB97M-V/def2-TZVPD) results for C6H12N2O as an isolated structure.

Values from the calculation:
Multiplicity: 1
HOMO (eV): -7.85
LUMO level (eV): 0.5
HOMO-LUMO gap (eV): 8.3780

Each line ends with the natural charge from an NBO analysis.
Geometry (Å):
C: -1.12 2.07 1.06  -0.409
C: -1.20 -1.63 0.49  -0.691
C: 2.28 -1.11 0.13  -0.654
N: -1.21 0.83 0.31  -0.713
C: 0.75 0.24 -1.44  0.313
C: -0.46 -0.34 0.86  0.655
C: 1.11 -0.42 -0.44  -0.134
N: 0.57 0.72 -2.66  -0.792
O: 0.05 -0.22 2.00  -0.681
H: -2.18 0.61 0.11  0.363
H: 0.78 1.70 -2.82  0.408
H: 0.39 0.09 -3.43  0.408
H: -0.07 2.28 1.25  0.208
H: -1.59 2.89 0.50  0.187
H: -1.63 2.02 2.03  0.179
H: -0.78 -2.48 1.02  0.228
H: -2.26 -1.54 0.71  0.216
H: -1.09 -1.84 -0.58  0.209
H: 2.27 -0.90 1.20  0.255
H: 2.18 -2.19 0.00  0.231
H: 3.23 -0.78 -0.30  0.214

---

What should be chosen as the least stable of them? Choose arrangement c.

---

Arrangement a

DFT (ωB97M-V/def2-TZVPD) results for C6H12N2O as an isolated structure.

Values from the calculation:
Multiplicity: 1
HOMO (eV): -7.83
LUMO level (eV): 0.6
HOMO-LUMO gap (eV): 8.4717

Each line ends with the natural charge from an NBO analysis.
Geometry (Å):
C: -0.57 -0.97 1.17  -0.268
C: 1.52 -1.91 0.17  -0.435
C: 0.90 1.94 0.05  -0.700
N: 0.69 -0.76 0.49  -0.395
C: 0.61 0.72 -0.78  0.656
N: -1.95 1.47 -0.27  -0.826
C: -1.16 0.43 -0.88  -0.222
C: -1.00 -0.85 -0.24  0.006
O: 1.25 0.45 -1.79  -0.669
H: -2.94 1.28 -0.39  0.361
H: -1.79 1.54 0.73  0.350
H: -0.68 -1.95 1.63  0.212
H: -0.85 -0.16 1.85  0.202
H: -1.34 0.37 -1.95  0.224
H: -0.96 -1.74 -0.86  0.220
H: 2.13 -1.64 -0.69  0.234
H: 2.16 -2.17 1.02  0.198
H: 0.94 -2.80 -0.08  0.176
H: 1.88 1.78 0.51  0.230
H: 0.94 2.82 -0.58  0.241
H: 0.23 2.15 0.88  0.203

---

Arrangement b

DFT (ωB97M-V/def2-TZVPD) results for a 2-piece molecular cluster, C6H12N2O overall.

Values from the calculation:
Multiplicity: 1
HOMO (eV): -7.92
LUMO level (eV): 0.7
HOMO-LUMO gap (eV): 8.5727

Each line ends with the natural charge from an NBO analysis.
Geometry (Å):
H: 0.93 0.54 -2.81  0.357
N: 0.38 0.56 -1.96  -0.782
C: 0.44 -0.49 -1.21  0.534
N: 1.18 -1.58 -1.55  -0.792
C: -0.25 -0.51 0.10  -0.187
C: -0.20 -1.81 0.88  -0.609
C: -1.55 0.30 0.20  -0.430
C: -0.37 0.79 0.91  0.144
C: 0.02 1.23 2.10  -0.439
H: 1.83 -1.51 -2.32  0.397
H: 1.33 -2.33 -0.90  0.403
H: -0.78 -1.69 1.80  0.238
H: -0.62 -2.64 0.31  0.209
H: 0.82 -2.06 1.18  0.206
H: -1.86 0.82 -0.69  0.243
H: -2.36 -0.15 0.76  0.217
H: 1.04 1.14 2.44  0.201
H: -0.61 1.92 2.65  0.197
O: 0.44 2.55 -0.43  -1.070
H: -0.26 3.14 -0.16  0.468
H: 0.45 1.79 -1.31  0.493

---

What should be chosen as the least stable of them? Choose arrangement a.

---

Arrangement a

DFT (ωB97M-V/def2-TZVPD) results for a 2-piece molecular cluster, C4H7BrN3O2 overall.

Values from the calculation:
Multiplicity: 1
HOMO (eV): -12.92
LUMO level (eV): -5.7
Charge: +1
HOMO-LUMO gap (eV): 7.2100

Each line ends with the natural charge from an NBO analysis.
Geometry (Å):
C: -0.12 -0.12 -0.49  0.551
C: -1.73 -1.76 0.40  0.047
C: 1.11 1.83 -0.53  -0.236
C: 1.70 0.79 -1.50  -0.241
N: 0.02 1.01 0.10  -0.586
N: -1.75 -1.69 1.73  0.279
N: 0.68 -0.36 -1.44  -0.587
O: -0.75 -1.04 2.37  -0.515
O: -2.44 -2.45 2.42  -0.380
Br: -3.15 -2.13 -0.65  0.329
H: 1.79 2.30 0.24  0.238
H: 0.65 2.60 -1.05  0.213
H: 1.62 1.23 -2.45  0.225
H: 2.69 0.48 -1.41  0.231
H: -0.62 1.62 0.66  0.453
H: -0.83 -1.05 3.32  0.523
H: 1.11 -1.26 -1.73  0.455

---

Arrangement b

DFT (ωB97M-V/def2-TZVPD) results for an isolated ion of composition C4H7BrN3O2 and charge +1.

Values from the calculation:
Multiplicity: 1
HOMO (eV): -12.94
LUMO level (eV): -5.7
Charge: +1
HOMO-LUMO gap (eV): 7.2271

Each line ends with the natural charge from an NBO analysis.
Geometry (Å):
O: 2.32 2.53 2.22  -0.169
N: 1.82 1.48 2.40  0.117
C: 1.21 0.81 1.20  0.702
O: 1.66 -0.19 0.68  -0.580
N: 0.05 1.45 0.82  -0.620
C: -1.00 0.52 0.21  -0.091
N: -0.55 0.36 -1.13  -0.424
C: -0.32 -0.80 -1.70  0.308
C: -0.05 -2.01 -0.89  -0.543
Br: -1.84 -2.76 -0.68  0.108
H: -0.36 2.00 1.53  0.413
H: -1.98 1.02 0.09  0.248
H: -1.07 -0.38 0.85  0.244
H: -0.88 1.14 -1.68  0.445
H: 0.08 -0.67 -2.73  0.263
H: 0.22 -1.74 0.10  0.276
H: 0.71 -2.78 -1.29  0.303

---

What should be chosen as the least stable of them? Choose arrangement a.

---

Arrangement a

DFT (ωB97M-V/def2-TZVPD) results for a 3-piece molecular cluster, C4H14O2S2 overall.

Values from the calculation:
Multiplicity: 1
HOMO (eV): -8.74
LUMO level (eV): 0.5
HOMO-LUMO gap (eV): 9.2779

Each line ends with the natural charge from an NBO analysis.
Geometry (Å):
C: 1.37 0.97 -1.09  -0.621
C: 2.56 0.25 -0.44  -0.414
C: 2.13 -0.68 0.72  -0.521
S: 1.38 -2.16 0.01  0.081
S: 0.38 -2.99 1.60  0.086
C: -1.32 -2.46 1.42  -0.757
H: 0.43 1.05 -0.53  0.202
H: 1.61 2.00 -1.32  0.207
H: 1.12 0.49 -2.02  0.216
H: 3.01 -0.38 -1.20  0.209
H: 3.24 0.97 0.01  0.213
H: 3.00 -0.95 1.32  0.214
H: 1.41 -0.15 1.33  0.212
H: -1.90 -3.15 0.82  0.221
H: -1.75 -2.49 2.43  0.225
H: -1.38 -1.43 1.08  0.226
O: -2.18 3.15 -0.04  -0.950
H: -1.49 3.63 -0.52  0.474
H: -2.81 2.87 -0.73  0.478
O: -2.84 0.39 -1.31  -0.952
H: -2.26 0.80 -0.66  0.480
H: -3.70 0.27 -0.89  0.472

---

Arrangement b

DFT (ωB97M-V/def2-TZVPD) results for a 3-piece molecular cluster, C4H14O2S2 overall.

Values from the calculation:
Multiplicity: 1
HOMO (eV): -8.80
LUMO level (eV): 0.4
HOMO-LUMO gap (eV): 9.2426

Each line ends with the natural charge from an NBO analysis.
Geometry (Å):
C: -0.89 0.19 -0.04  -0.617
C: 0.31 0.54 0.81  -0.418
C: 0.26 -0.12 2.21  -0.549
S: 1.64 -1.19 2.68  0.112
S: 1.47 -2.91 1.67  0.085
C: 2.23 -2.65 0.05  -0.776
H: -1.87 0.14 0.44  0.212
H: -0.97 0.74 -0.97  0.213
H: -0.85 -0.85 -0.38  0.204
H: 1.21 0.14 0.34  0.203
H: 0.46 1.62 0.88  0.208
H: 0.39 0.66 2.96  0.226
H: -0.70 -0.57 2.40  0.221
H: 2.55 -1.64 -0.07  0.231
H: 3.02 -3.37 -0.13  0.226
H: 1.51 -2.68 -0.78  0.219
O: -2.91 5.07 -5.58  -0.954
H: -2.32 5.81 -5.39  0.485
H: -2.40 4.37 -6.00  0.477
O: -3.89 3.23 -3.63  -0.946
H: -3.95 3.97 -4.25  0.487
H: -3.11 2.78 -3.99  0.452

---

What should be chosen as the least stable of them? Choose arrangement b.

---

Arrangement a

DFT (ωB97M-V/def2-TZVPD) results for a 2-piece molecular cluster, C2H6OS2 overall.

Values from the calculation:
Multiplicity: 1
HOMO (eV): -8.94
LUMO level (eV): 0.6
HOMO-LUMO gap (eV): 9.5842

Each line ends with the natural charge from an NBO analysis.
Geometry (Å):
C: -2.15 0.20 -0.80  -0.501
C: -3.47 0.08 -0.63  0.105
O: -4.03 -0.73 -1.53  -0.695
H: -1.45 0.79 -0.03  0.206
H: -1.54 -0.34 -1.66  0.227
H: -4.22 0.42 0.08  0.183
H: -4.92 -0.52 -1.75  0.474
S: 2.97 -0.52 0.96  -0.129
S: 1.57 0.68 0.41  -0.089
H: 3.27 -0.37 2.22  0.105
H: 2.36 1.65 -0.04  0.114

---

Arrangement b

DFT (ωB97M-V/def2-TZVPD) results for a 2-piece molecular cluster, C2H6OS2 overall.

Values from the calculation:
Multiplicity: 1
HOMO (spin up / spin down) (eV): -8.01 / -8.01
LUMO level (spin up / spin down) (eV): -0.4 / -0.4
HOMO-LUMO gap (spin up / spin down) (eV): 7.6294 / 7.6286

Each line ends with the natural charge from an NBO analysis.
Geometry (Å):
C: -1.31 1.21 -0.08  -0.681
C: 0.14 -0.85 0.26  0.047
O: 0.75 -2.06 0.20  -0.649
S: 2.03 0.69 -0.79  -0.534
S: -1.23 -0.50 -0.70  0.310
H: -2.32 1.49 -0.21  0.227
H: -0.59 1.79 -0.48  0.243
H: -1.08 1.06 0.98  0.222
H: 0.36 -0.50 1.35  0.234
H: 0.49 -2.53 -0.62  0.487
H: 2.77 0.19 0.09  0.092

---

What should be chosen as the least stable of them? Choose arrangement b.